Record 1
DFT (ωB97M-V/def2-TZVPD) results for 12 unconnected molecules or ions with the total composition C42H117N9O15 in a non-equilibrium geometry.

As for the SMILES: COC[C@H](C)N.COC[C@H](C)N.COC[C@H](C)N.COC[C@H](C)N.COC[C@H](C)N.COC[C@H](C)N.COC[C@H](C)N.COC[C@H](C)N.COC[C@H](C)N.OCCO.OCCO.OCCO. Its frontier orbital gap is 9.11 eV. The total energy is -89569.307 eV. The energy above the lowest of the compared OMol25 structures with the same formula, charge and spin is 0.00 kcal/mol. For the maximum force, the calculation gives 0.0442 Eh/bohr.

Atoms and positions in Å:
C1 25.890 13.154 6.472
O1 25.304 12.687 5.293
C2 23.907 12.887 5.237
C3 23.366 12.470 3.878
C4 21.886 12.812 3.787
N1 23.534 11.024 3.635
H1 25.754 14.246 6.551
H2 26.965 12.999 6.430
H3 25.465 12.784 7.412
H4 23.414 12.336 6.051
H5 23.666 13.940 5.455
H6 23.990 12.924 3.104
H7 21.262 12.501 4.628
H8 21.457 12.429 2.861
H9 21.766 13.897 3.709
H10 24.550 10.929 3.675
H11 23.166 10.511 4.444
C5 16.091 16.906 7.213
O2 15.954 15.588 6.727
C6 14.637 15.295 6.291
C7 14.329 13.800 6.379
C8 14.435 13.261 7.803
N2 15.188 12.996 5.487
H12 15.898 17.645 6.429
H13 17.158 17.022 7.430
H14 15.525 17.064 8.134
H15 13.846 15.785 6.872
H16 14.608 15.650 5.253
H17 13.295 13.669 6.051
H18 15.406 13.492 8.246
H19 14.292 12.186 7.889
H20 13.678 13.756 8.415
H21 15.109 13.393 4.555
H22 16.156 13.114 5.785
C9 17.982 17.825 4.494
O3 18.708 18.347 3.410
C10 19.045 19.709 3.543
C11 20.153 20.200 2.625
C12 21.577 19.687 2.978
N3 20.204 21.671 2.557
H23 17.078 18.442 4.613
H24 18.507 17.927 5.453
H25 17.753 16.781 4.301
H26 18.158 20.330 3.322
H27 19.179 20.029 4.585
H28 19.969 19.838 1.604
H29 21.567 18.650 2.631
H30 21.630 19.679 4.068
H31 22.384 20.239 2.506
H32 20.783 21.991 1.789
H33 19.274 21.951 2.234
C13 21.448 9.747 6.551
O4 22.774 9.659 6.093
C14 23.645 9.016 6.988
C15 24.994 8.824 6.278
C16 24.955 8.098 4.941
N4 25.968 8.287 7.244
H34 20.863 10.180 5.740
H35 21.309 10.423 7.404
H36 21.041 8.778 6.854
H37 23.869 9.683 7.831
H38 23.257 8.082 7.415
H39 25.345 9.841 6.060
H40 25.594 8.464 4.140
H41 23.941 8.168 4.531
H42 25.118 7.027 5.100
H43 26.873 8.116 6.826
H44 25.574 7.373 7.472
C17 18.011 15.964 -2.169
O5 19.156 15.692 -1.413
C18 19.113 16.145 -0.083
C19 20.500 15.930 0.508
C20 20.870 14.454 0.636
N5 20.560 16.527 1.874
H45 18.163 15.655 -3.205
H46 17.785 17.033 -2.227
H47 17.126 15.400 -1.865
H48 18.815 17.194 0.055
H49 18.348 15.553 0.446
H50 21.240 16.472 -0.082
H51 21.869 14.391 1.061
H52 20.816 13.970 -0.341
H53 20.121 13.917 1.223
H54 19.710 17.060 2.049
H55 20.411 15.752 2.518
C21 22.704 13.337 8.779
O6 21.411 13.872 8.894
C22 20.727 13.810 7.631
C23 19.413 14.543 7.863
C24 18.492 13.876 8.893
N6 18.680 14.619 6.560
H56 23.176 13.314 9.762
H57 23.386 13.895 8.133
H58 22.722 12.298 8.430
H59 21.336 14.168 6.800
H60 20.503 12.740 7.509
H61 19.591 15.585 8.142
H62 18.996 13.658 9.836
H63 18.130 12.918 8.502
H64 17.591 14.471 9.052
H65 18.624 13.628 6.277
H66 17.719 14.806 6.852
C25 21.832 16.679 5.287
O7 23.235 16.513 5.359
C26 23.832 17.806 5.425
C27 25.329 17.631 5.654
C28 26.054 18.963 5.647
N7 25.952 16.727 4.643
H67 21.475 15.680 5.035
H68 21.503 17.346 4.485
H69 21.389 17.054 6.216
H70 23.562 18.190 4.432
H71 23.378 18.465 6.175
H72 25.513 17.133 6.610
H73 25.911 19.496 6.592
H74 25.813 19.647 4.830
H75 27.135 18.822 5.590
H76 25.329 15.912 4.687
H77 25.637 17.118 3.748
C29 17.274 8.613 5.698
O8 18.060 9.558 6.435
C30 18.232 9.256 7.817
C31 16.917 8.979 8.567
C32 15.971 10.164 8.504
N8 17.202 8.775 10.010
H78 17.333 8.865 4.644
H79 16.243 8.691 6.047
H80 17.649 7.608 5.909
H81 18.869 8.368 7.888
H82 18.701 10.140 8.250
H83 16.444 8.058 8.227
H84 16.363 11.030 9.042
H85 14.961 10.002 8.882
H86 15.837 10.482 7.462
H87 17.831 9.509 10.340
H88 17.830 7.968 10.067
C33 20.648 8.800 2.844
O9 20.071 7.574 3.201
C34 20.903 6.850 4.084
C35 20.619 5.348 4.010
C36 19.136 5.107 4.279
N9 21.450 4.619 4.954
H89 20.722 9.471 3.710
H90 20.002 9.322 2.132
H91 21.621 8.742 2.345
H92 21.968 6.991 3.884
H93 20.660 7.215 5.095
H94 20.928 5.118 2.984
H95 18.504 5.608 3.541
H96 18.899 5.557 5.249
H97 18.844 4.057 4.304
H98 21.217 3.632 4.938
H99 21.128 4.902 5.881
O10 15.817 13.817 0.761
C37 16.584 13.104 -0.203
C38 16.379 11.607 -0.201
O11 16.936 11.090 1.009
H100 15.882 13.298 1.576
H101 16.249 13.456 -1.179
H102 17.638 13.318 0.005
H103 16.927 11.188 -1.051
H104 15.318 11.355 -0.275
H105 16.471 10.299 1.292
O12 19.058 14.422 3.708
C39 17.955 13.596 3.400
C40 18.127 12.158 3.895
O13 18.240 12.115 5.320
H106 19.052 14.689 4.652
H107 17.085 14.063 3.873
H108 17.867 13.488 2.318
H109 19.022 11.697 3.470
H110 17.251 11.572 3.591
H111 18.268 11.180 5.605
O14 14.802 10.164 4.562
C41 13.810 9.827 5.514
C42 13.189 8.487 5.182
O15 12.424 8.591 3.979
H112 15.097 11.059 4.807
H113 14.179 9.798 6.551
H114 13.062 10.628 5.538
H115 12.480 8.207 5.957
H116 13.974 7.736 5.070
H117 13.019 8.930 3.300

***

Record 2
DFT (ωB97M-V/def2-TZVPD) results for a molecular structure, C32H41AsN2O7P2SSiTi.

Its frontier orbital gap is 5.04 eV. The total energy is -172419.010 eV. The energy above the lowest of the compared OMol25 structures with the same formula, charge and spin is 33.08 kcal/mol. As for the total charge: -2. For the maximum force, the calculation gives 0.0181 Eh/bohr.

Atoms and positions in Å:
Ti1 0.743 -0.650 0.009
O1 2.409 -4.631 0.508
P1 2.621 -3.064 0.261
O2 3.822 -2.817 -0.552
O3 1.213 -2.564 -0.181
O4 2.806 -2.480 1.747
P2 3.382 -0.929 1.907
O5 4.904 -1.138 1.488
O6 3.246 -0.472 3.293
O7 2.668 -0.210 0.759
H1 1.467 -4.839 0.567
H2 4.909 -1.561 0.601
S1 1.692 -0.355 -2.164
C1 1.248 1.316 -2.545
C2 2.236 2.103 -3.151
C3 1.994 3.420 -3.495
C4 0.758 3.988 -3.212
C5 -0.228 3.217 -2.618
C6 -0.013 1.872 -2.297
As1 -1.701 0.997 -1.699
C7 -2.157 0.324 -3.511
C8 -1.246 -0.368 -4.300
C9 -1.624 -0.894 -5.533
C10 -2.923 -0.739 -5.988
C11 -3.840 -0.044 -5.206
C12 -3.457 0.487 -3.983
C13 -3.573 3.421 -2.745
C14 -3.999 3.992 -1.531
C15 -4.867 5.082 -1.429
C16 -5.377 5.672 -2.580
C17 -5.004 5.146 -3.813
C18 -4.131 4.059 -3.871
H3 3.204 1.657 -3.343
H4 2.775 4.005 -3.967
H5 0.552 5.023 -3.461
H6 -1.217 3.631 -2.450
H7 -0.231 -0.515 -3.954
H8 -0.893 -1.431 -6.128
H9 -3.222 -1.149 -6.947
H10 -4.858 0.096 -5.553
H11 -4.158 1.070 -3.400
H12 -3.639 3.566 -0.589
H13 -5.146 5.473 -0.452
H14 -6.051 6.521 -2.518
H15 -5.397 5.588 -4.728
H16 -3.879 3.689 -4.869
C19 0.003 -3.325 2.997
C20 -0.339 -1.870 3.118
C21 -1.000 -1.406 4.238
C22 -1.323 -0.050 4.319
C23 -0.967 0.807 3.314
C24 -0.270 0.284 2.205
N1 0.005 -1.039 2.123
N2 0.132 0.969 1.101
Si1 0.774 2.612 1.310
C25 2.146 2.981 0.116
C26 1.515 2.790 3.022
C27 -0.594 3.858 1.098
H17 0.598 -3.643 3.854
H18 0.579 -3.509 2.101
H19 -0.910 -3.925 2.967
H20 -1.267 -2.100 5.024
H21 -1.875 0.323 5.174
H22 -1.240 1.851 3.329
H23 2.693 2.086 -0.175
H24 2.846 3.648 0.628
H25 1.788 3.478 -0.785
H26 2.186 1.952 3.234
H27 0.794 2.845 3.838
H28 2.102 3.713 3.025
H29 -1.082 3.746 0.127
H30 -0.181 4.870 1.153
H31 -1.368 3.767 1.865
C28 -3.512 -1.642 -1.370
C29 -2.396 -1.522 -0.322
C30 -2.030 -2.950 0.088
C31 -2.994 -0.790 0.885
C32 -1.128 -0.846 -0.944
H32 -4.316 -2.276 -0.978
H33 -3.143 -2.080 -2.301
H34 -3.952 -0.675 -1.614
H35 -1.720 -3.530 -0.786
H36 -1.207 -2.966 0.798
H37 -2.895 -3.447 0.545
H38 -2.428 -0.967 1.798
H39 -4.012 -1.153 1.062
H40 -3.050 0.287 0.719
H41 -0.868 -1.459 -1.814

***

Record 3
DFT (ωB97M-V/def2-TZVPD) results for a molecular structure, C3H6FNO in a non-equilibrium geometry.

Its frontier orbital gap is 9.73 eV. The total energy is -9459.170 eV. The energy above the lowest of the compared OMol25 structures with the same formula, charge and spin is 106.67 kcal/mol. For the maximum force, the calculation gives 0.1094 Eh/bohr.

Atoms and positions in Å:
C1 2.518 -0.179 0.088
C2 -0.757 0.033 0.468
C3 0.090 0.187 -0.788
N1 1.311 0.981 -0.687
O1 2.303 -1.352 -0.070
F1 1.082 2.014 0.250
H1 3.319 0.332 0.526
H2 -0.596 -1.017 0.703
H3 -0.274 0.767 1.129
H4 -1.775 0.200 0.417
H5 0.267 -0.885 -1.112
H6 -0.499 0.763 -1.612